1.
Entry from OMol25: a molecular structure, C42H47InN4O6Si4 (ωB97M-V/def2-TZVPD).

```
104
Properties=species:S:1:pos:R:3:forces:R:3
In -0.127859 0.324885 -0.455983 -0.3 -0.1 -0.8
O 0.885446 1.150259 -4.805152 0.0 0.2 -0.3
C 0.495679 0.779744 -3.698368 -0.1 -0.2 0.2
O 1.075041 0.937632 -2.588648 -0.4 0.0 1.0
C -0.798197 -0.051305 -3.675153 -0.3 0.0 0.6
C -1.210569 -0.696725 -4.833903 0.0 0.2 0.0
C -2.280582 -1.567309 -4.770165 0.0 -0.1 -0.1
C -2.892555 -1.798362 -3.551600 -0.1 0.0 0.0
C -2.447242 -1.100223 -2.443094 0.0 0.5 0.0
N -1.454042 -0.207765 -2.509022 0.6 -0.3 -0.6
C -3.087574 -1.351624 -1.085178 0.4 -0.1 0.2
O -3.871364 -2.295233 -0.991313 -0.2 0.1 0.0
O -2.690507 -0.560961 -0.162494 -0.2 -0.3 -0.3
H -0.666903 -0.503001 -5.747998 0.0 0.0 0.0
H -2.616548 -2.087567 -5.659210 0.0 0.0 0.0
H -3.697613 -2.507351 -3.422836 0.0 0.0 0.0
C 4.181551 1.661072 -0.886874 -0.2 -0.1 -0.1
O 3.494147 0.561023 -0.311085 -0.1 0.1 0.0
C 3.671087 0.342130 1.012669 0.0 -0.1 -0.1
C 4.587030 1.055601 1.776901 0.1 0.1 0.1
C 4.725661 0.797056 3.135654 0.0 0.0 0.0
C 3.975774 -0.204888 3.726340 0.1 0.0 0.0
C 3.079258 -0.935426 2.959295 -0.1 0.0 -0.1
C 2.885685 -0.668829 1.607001 0.3 0.3 0.1
N 1.892849 -1.300760 0.816915 -0.1 -0.1 0.0
N 1.557892 -2.412397 1.315842 -0.1 -0.2 0.0
C 0.616514 -3.212464 0.731280 -0.1 -0.2 -0.4
C 0.049082 -2.987634 -0.570222 0.3 -0.2 0.8
O 0.170325 -1.910401 -1.200988 -0.1 0.6 -0.3
C -0.649866 -4.105429 -1.186458 -0.1 0.2 -0.1
C -0.858917 -5.266624 -0.541350 0.1 0.0 0.1
C -0.396879 -5.474995 0.802278 0.0 0.0 0.0
C -0.663355 -6.671077 1.488857 0.0 0.0 0.0
C -0.244992 -6.857754 2.784283 0.0 0.0 0.0
C 0.463307 -5.831087 3.426266 0.0 0.0 0.0
C 0.747424 -4.658339 2.768673 0.1 0.0 0.0
C 0.333441 -4.445466 1.434992 0.0 0.1 0.0
H 5.261290 1.479779 -0.907327 0.0 0.0 0.0
H 3.804588 1.754992 -1.900468 -0.1 -0.1 0.0
H 3.977807 2.586071 -0.340706 0.0 0.0 0.0
H 5.189410 1.827835 1.319966 0.0 0.0 0.0
H 5.409913 1.396160 3.724956 0.0 0.0 0.0
H 4.083434 -0.414112 4.783900 0.0 0.0 0.0
H 2.475576 -1.713343 3.406790 0.0 0.0 0.0
H -1.042818 -3.927511 -2.181293 0.1 0.0 0.0
H -1.404791 -6.070839 -1.025634 0.0 0.0 0.0
H -1.214577 -7.452240 0.974648 0.0 0.0 0.0
H -0.460653 -7.781982 3.306329 0.0 0.0 0.0
H 0.780434 -5.961904 4.454624 0.0 0.0 0.0
H 1.297603 -3.868006 3.260145 0.0 0.0 0.0
N 1.109410 7.185284 -7.767311 0.0 0.0 0.0
C 0.817372 6.628416 -6.802242 0.0 0.0 0.0
C 0.451704 5.953942 -5.588354 0.0 0.0 0.1
C -0.474599 4.910859 -5.601000 0.0 0.0 -0.1
C -0.830609 4.285679 -4.424297 0.1 -0.1 0.0
C -0.266532 4.674780 -3.204645 0.0 0.1 0.2
C 0.676657 5.712057 -3.206883 0.0 0.0 0.0
C 1.026301 6.350087 -4.379178 0.0 0.0 -0.1
C -0.693802 4.098148 -1.969925 0.2 -0.3 -0.2
C -1.116915 3.644868 -0.921503 -0.1 0.3 -0.2
H -0.905584 4.593547 -6.541183 0.0 0.0 0.0
H -1.537899 3.470532 -4.436545 0.0 -0.1 0.0
H 1.124137 6.011736 -2.269066 0.0 0.0 0.0
H 1.742390 7.161382 -4.376942 0.0 0.0 0.0
C -1.417320 1.877811 4.892336 -0.2 0.0 0.0
Si -0.718859 1.232397 3.247072 0.4 0.3 0.4
C 0.883792 2.188774 2.954396 -0.1 0.0 -0.2
C -0.200115 -0.547856 3.588682 -0.3 -0.2 -0.3
Si -2.211268 1.592085 1.453742 0.9 -0.3 -0.4
Si -4.035216 0.096498 1.679155 -0.4 0.3 0.3
C -3.783740 -1.658999 2.310183 0.3 -0.1 -0.2
C -5.361286 0.334460 0.351712 0.1 -0.1 -0.2
C -4.918508 0.876084 3.212255 0.1 0.1 0.0
Si -2.267823 3.914438 0.671652 -0.2 -0.1 0.4
C -3.699393 4.381602 -0.511060 -0.1 -0.1 0.0
C -1.018229 5.249118 1.266094 0.0 0.0 0.1
C -3.376863 4.074183 2.321585 -0.1 -0.1 0.1
H -0.660242 1.808118 5.680764 0.0 0.0 -0.1
H -2.288876 1.295010 5.205777 0.1 0.0 0.0
H -1.733590 2.922116 4.815332 0.1 -0.1 0.0
H 1.585219 2.075910 3.787367 -0.1 0.0 0.0
H 0.697132 3.253685 2.788465 0.0 -0.1 0.0
H 1.366838 1.792620 2.055115 0.0 0.1 0.1
H 0.657519 -0.578023 4.266897 -0.1 0.1 0.0
H 0.093460 -1.039317 2.654945 -0.1 0.0 0.2
H -1.014006 -1.133973 4.024356 0.0 0.0 0.0
H -3.560215 -2.324704 1.478383 0.0 0.0 0.0
H -4.676947 -2.022808 2.828118 0.0 0.1 0.0
H -2.943507 -1.698065 3.011230 -0.1 0.0 0.0
H -5.031988 1.080797 -0.378162 0.0 0.0 0.0
H -6.306333 0.673603 0.784745 0.1 0.0 0.0
H -5.533590 -0.599139 -0.189527 0.0 0.0 0.0
H -4.260798 0.917720 4.088843 -0.1 0.0 0.0
H -5.803389 0.287999 3.486651 0.1 0.0 -0.1
H -5.250214 1.898795 3.009661 -0.1 -0.1 0.1
H -3.927715 3.518542 -1.146473 0.0 0.1 0.0
H -3.411376 5.200819 -1.176512 0.1 -0.1 0.0
H -4.611507 4.659775 0.027526 0.1 0.0 0.0
H -0.013400 4.818526 1.323678 -0.1 0.0 -0.1
H -1.277059 5.656534 2.248982 0.0 0.0 -0.1
H -0.970676 6.073349 0.545652 0.0 -0.1 0.0
H -4.238457 3.395629 2.335929 0.1 0.2 0.0
H -3.767211 5.100459 2.379615 0.0 0.0 0.0
H -2.802113 3.891118 3.239697 -0.1 0.1 -0.1
```
Forces are in eV/Å.

HOMO energy   -0.092 hartree
Total charge   -2
ΔE to the lowest compared entry with this formula, charge and spin   51.59 kcal/mol
Gap between HOMO and LUMO   6.6 eV



2.
Entry from OMol25: a molecular structure, C42H47N3O3PdS2SeTe (ωB97M-V/def2-TZVPD).

```
100
Properties=species:S:1:pos:R:3:forces:R:3
Pd -0.852903 0.738539 -0.182943 0.0 0.0 0.0
O -1.322565 -1.605937 -0.468652 0.0 0.0 0.0
S -1.490278 -2.930375 0.277905 0.0 0.1 0.0
C -2.175923 -2.472152 1.883266 0.0 0.0 0.0
C -3.476840 -1.685355 1.820159 0.0 0.0 0.0
C -3.718619 -0.839685 3.075117 0.0 0.0 0.0
C -2.789919 0.353332 3.241865 0.0 0.0 0.0
S -2.930586 1.727758 2.074532 0.0 0.0 0.0
O -2.748117 1.127958 0.664377 0.0 0.0 0.0
C -4.655255 2.102196 2.172238 0.0 0.0 0.0
C -5.039996 3.055984 3.104866 0.0 0.0 0.0
C -6.388026 3.361457 3.230751 0.0 0.0 0.0
C -7.319055 2.733198 2.416550 0.0 0.0 0.0
C -6.915150 1.792747 1.474497 0.0 0.0 0.0
C -5.574861 1.467255 1.346681 0.0 0.0 0.0
C -2.883012 -3.724847 -0.485575 0.0 0.0 0.0
C -2.951953 -5.108556 -0.418510 0.0 0.0 0.0
C -4.034159 -5.758907 -0.999882 0.0 0.0 0.0
C -5.013148 -5.027481 -1.654864 0.0 0.0 0.0
C -4.920317 -3.640180 -1.735443 0.0 0.0 0.0
C -3.855268 -2.979597 -1.143376 0.0 0.0 0.0
H -1.356794 -1.907117 2.337502 0.0 0.0 0.0
H -2.273112 -3.405895 2.442347 0.0 0.0 0.0
H -4.306470 -2.382033 1.699896 0.0 0.0 0.0
H -3.462298 -1.033200 0.947645 0.0 0.0 0.0
H -3.608040 -1.456641 3.970955 0.0 0.0 0.0
H -4.753047 -0.493948 3.078388 0.0 0.0 0.0
H -1.730671 0.083531 3.198394 0.0 0.0 0.0
H -2.947380 0.843702 4.206836 0.0 0.0 0.0
H -4.303422 3.560834 3.718570 0.0 0.0 0.0
H -6.706367 4.100373 3.953016 0.0 0.0 0.0
H -8.367616 2.980978 2.510691 0.0 0.0 0.0
H -7.649881 1.312127 0.842567 0.0 0.0 0.0
H -5.243889 0.739509 0.617161 0.0 0.0 0.0
H -2.174903 -5.676790 0.079001 0.0 0.0 0.0
H -4.103988 -6.836682 -0.947067 0.0 0.0 0.0
H -5.852356 -5.537842 -2.107923 0.0 0.0 0.0
H -5.697851 -3.074963 -2.234457 0.0 0.0 0.0
H -3.781069 -1.899904 -1.173105 0.0 0.0 0.0
C 2.701674 1.132493 -3.004709 0.0 0.0 0.0
C 1.422949 0.665098 -2.389372 0.0 0.0 0.0
O 0.618003 0.181885 -3.356153 0.0 0.0 0.0
N 1.070292 0.672842 -1.160724 0.0 0.0 0.0
Te 2.177707 1.351046 0.420080 0.0 0.0 0.0
C 3.077752 -0.393916 1.173476 0.1 0.0 0.0
C 3.119086 -1.647074 0.557351 0.1 0.0 0.0
C 2.560325 -1.955263 -0.806580 0.0 -0.1 0.0
C 3.759058 -2.667913 1.252677 0.0 0.0 -0.1
C 4.360283 -2.475503 2.490277 0.0 0.0 0.1
C 5.076120 -3.592107 3.189404 0.0 0.0 0.0
C 4.292952 -1.208003 3.064599 0.0 0.0 0.0
C 3.652544 -0.154713 2.432803 0.0 0.0 0.0
C 3.639325 1.204639 3.086482 0.0 0.0 0.0
C 3.660710 2.572281 -0.412407 0.0 0.0 0.1
C 4.996834 2.199926 -0.631393 0.0 0.0 0.0
C 5.566582 0.833924 -0.363419 0.0 0.0 0.0
C 5.842234 3.170688 -1.153680 0.0 0.0 0.1
C 5.415407 4.462484 -1.444753 0.0 0.0 0.0
C 6.365880 5.488655 -1.979460 0.0 0.0 0.0
C 4.078367 4.785969 -1.216986 0.0 0.0 0.0
C 3.181711 3.865767 -0.700933 0.0 0.0 -0.1
C 1.743244 4.282907 -0.504705 0.0 0.0 0.0
H 2.780722 0.753378 -4.019149 0.0 0.0 0.0
H 3.555541 0.796614 -2.420253 0.0 0.0 0.0
H 2.729128 2.222183 -3.031760 0.0 0.0 0.0
H 1.471102 -1.871438 -0.822706 0.0 0.0 0.0
H 2.823504 -2.972522 -1.088840 0.0 0.0 0.0
H 2.970863 -1.291756 -1.570435 0.0 0.0 0.0
H 3.814990 -3.647295 0.792145 0.0 0.0 0.0
H 4.980636 -4.531514 2.649656 0.0 0.0 0.0
H 4.685098 -3.730018 4.197862 0.0 0.0 0.0
H 6.138073 -3.361026 3.284937 0.0 0.0 0.0
H 4.760648 -1.032138 4.026365 0.0 0.0 0.0
H 4.213327 1.186875 4.010260 0.0 0.0 0.0
H 2.629797 1.530859 3.355954 0.0 0.0 0.0
H 4.093694 1.975588 2.453922 0.0 0.0 0.0
H 4.948650 0.035911 -0.775396 0.0 0.0 0.0
H 5.678009 0.639841 0.703798 0.0 0.0 0.0
H 6.553533 0.752941 -0.814039 0.0 0.0 0.0
H 6.877907 2.907839 -1.333569 0.0 0.0 0.0
H 7.309547 5.042776 -2.284743 0.0 0.0 0.0
H 6.577144 6.236653 -1.212777 0.0 0.0 0.0
H 5.933752 6.012964 -2.831574 0.0 0.0 0.0
H 3.727101 5.783359 -1.453435 0.0 0.0 0.0
H 1.591283 5.287461 -0.892831 0.0 0.0 0.0
H 1.465947 4.301515 0.552449 0.0 0.0 0.0
H 1.037284 3.632541 -1.033039 0.0 0.0 0.0
Se -3.707665 1.738638 -2.510354 0.0 0.0 0.0
N -1.952315 1.361972 -2.473045 0.0 0.0 0.0
C -1.820299 0.183179 -3.007975 0.0 0.0 0.0
C -0.541402 -0.578991 -3.078491 0.0 0.0 0.0
C -0.597387 -1.764478 -3.957055 0.0 0.1 0.0
C -1.765623 -2.348875 -4.350118 0.0 0.0 0.0
C -2.987865 -1.708608 -4.095635 0.0 0.0 0.0
C -3.026761 -0.458777 -3.450058 0.0 0.0 0.0
N -4.149763 0.231755 -3.258049 0.0 0.0 0.0
H -0.484267 -1.071334 -2.069084 0.0 0.0 0.0
H 0.356075 -2.209037 -4.221198 0.0 0.0 0.0
H -1.753633 -3.275384 -4.906717 0.0 0.0 0.0
H -3.920313 -2.141153 -4.440875 0.0 0.0 0.0
```
Forces are in eV/Å.

HOMO energy (alpha / beta)   -0.580 / -0.582 hartree
2S+1   2
Total charge   +3
Gap between HOMO and LUMO (alpha / beta)   5.5 / 5.6 eV



no.,calculated total energy (a.u.),F_max (eV/Å)
1,-3647.3333,1.1
2,-5611.3207,0.1